No. 1
The following is a quantum chemistry calculation of a structure of composition C17H15HfN7O6S, from OMol25.

Element x y z (Å)
Hf 0.46908 -0.22667 -0.71389
S 1.71322 -1.07277 3.63849
C 0.01019 -1.01780 3.71505
C -0.55548 -0.82232 2.49059
C 0.39592 -0.71148 1.43350
C 1.68213 -0.83129 1.94315
C 2.90026 -0.73335 1.13569
C 4.19044 -0.73156 1.64363
C 5.25719 -0.59095 0.77208
C 5.02713 -0.45779 -0.59204
C 3.72513 -0.48126 -1.03651
N 2.68546 -0.61581 -0.19531
H -0.48410 -1.12029 4.66894
H -1.62232 -0.73424 2.34988
H 4.35825 -0.82607 2.70761
H 6.26864 -0.58148 1.15638
H 5.83887 -0.34434 -1.29523
H 3.48562 -0.39455 -2.08904
O 1.04196 1.78161 -1.01902
C 0.36570 2.85310 -1.07581
C -1.03455 2.94931 -0.95928
C -1.59560 4.24161 -0.87146
C -2.94238 4.35895 -0.70426
C -3.77447 3.24043 -0.63983
C -3.24840 1.97049 -0.75181
C -1.87662 1.80038 -0.92049
O -1.35252 0.59204 -1.06277
N -3.53801 5.70765 -0.58999
O -2.77425 6.64365 -0.64290
O -4.73818 5.76086 -0.46231
H 0.93704 3.77037 -1.23038
H -0.97932 5.13078 -0.91659
H -4.83756 3.39506 -0.51019
H -3.89201 1.10287 -0.73044
N -2.59126 -2.20616 0.12816
N -1.89932 -3.43193 0.16066
C -0.76473 -3.59500 -0.49572
N -0.17261 -4.77575 -0.51243
N -0.34022 -2.47607 -1.18264
N 0.74782 -2.56611 -1.96183
O 1.46638 -3.50080 -2.13580
O 0.98049 -1.41377 -2.47793
H -3.25890 -2.21694 0.89067
H -3.11724 -2.15630 -0.74191
H -2.26259 -4.18609 0.72651
H -0.59774 -5.56691 -0.05293
H 0.70345 -4.91331 -0.99020

Its total charge is +2. The HOMO-LUMO gap is 6.921 eV. The value obtained for the electronic energy is -52712.722 eV. The energy above the lowest of the compared OMol25 structures with the same formula, charge and spin is 18.6 kcal/mol.

Here are the Löwdin charges for atoms 1 to 4, given in e: Hf 1.817; S 1.120; C -0.374; C -0.218

=====

No. 2
The following is a quantum chemistry calculation of an isolated molecule of C8H10N4S, from OMol25.

Element x y z (Å)
C 3.22393 0.60248 1.37027
C 2.40205 0.08934 2.39081
C 2.62767 0.75856 0.15355
C 1.08065 -0.02954 2.21291
C 1.26883 0.54882 -0.05359
C 0.47680 0.24297 1.00963
C -1.28408 -0.66026 -0.38554
C -3.07776 0.14508 -2.67505
N -2.23235 -1.74519 0.09164
N -2.32507 -1.65987 1.30905
N -1.61360 -0.76909 1.84583
N -0.86132 -0.07045 0.84726
S -2.40412 0.69871 -1.00652
H 4.26273 0.61228 1.52568
H 2.91825 -0.14884 3.36817
H 3.20122 1.28784 -0.56449
H 0.42591 -0.59949 2.98275
H 0.78367 0.79542 -1.07443
H -0.73508 -1.19593 -1.13579
H -4.02354 0.65704 -2.49551
H -3.07964 -0.95807 -2.65774
H -2.44253 0.48442 -3.55716
H -1.82968 -0.26645 2.73636

Its total charge is 0. The HOMO-LUMO gap is 8.884 eV. Its SMILES is CS[C@@H]1N=NNN1c1ccccc1. The value obtained for the electronic energy is -25249.550 eV. The energy above the lowest of the compared OMol25 structures with the same formula, charge and spin is 94.3 kcal/mol.

Here are the Löwdin charges for atoms 1 to 4, given in e: C -0.089; C -0.100; C -0.094; C -0.065

=====

No. 3
The following is a quantum chemistry calculation of a structure of composition C21H17N3O3S2SeTl, from OMol25.

Element x y z (Å)
Tl -1.75657 0.40936 1.29091
C -1.92015 -4.22887 -5.09250
C -1.52031 -3.01943 -4.28620
C -0.40994 -2.26135 -4.63480
C -0.05315 -1.13887 -3.89450
C -0.81153 -0.77459 -2.79601
C -1.92433 -1.52240 -2.42745
C -2.26981 -2.63432 -3.17442
S -0.38392 0.65477 -1.81502
O 0.78013 1.23895 -2.45176
O -1.58319 1.45392 -1.75739
N -0.12239 0.07977 -0.37147
C 1.05430 -0.52696 0.05997
C 2.15305 -0.83351 -0.75212
C 3.28424 -1.44458 -0.22391
C 3.36210 -1.76326 1.11796
C 2.28323 -1.48136 1.97500
C 2.30164 -1.79453 3.37058
C 1.17315 -1.49700 4.14875
C 0.07483 -0.91682 3.56785
N 0.02810 -0.60577 2.24237
C 1.12092 -0.86867 1.43909
H -1.14051 -4.49850 -5.80638
H -2.83978 -4.04129 -5.65291
H -2.10299 -5.08787 -4.44418
H 0.18792 -2.55277 -5.49288
H 0.81015 -0.53928 -4.15290
H -2.51686 -1.23238 -1.56179
H -3.13641 -3.21920 -2.88410
H 2.12352 -0.56273 -1.79695
H 4.11852 -1.66677 -0.88208
H 4.24836 -2.23668 1.52879
H 3.18106 -2.25990 3.80011
H 1.14662 -1.72522 5.20852
H -0.81438 -0.69014 4.14411
O -0.22012 2.30195 1.29836
N -0.30372 3.41467 1.96621
C 0.76506 4.23981 1.90782
C 0.80080 5.44183 2.56573
C -0.30804 5.82187 3.32218
C -1.39073 4.97835 3.37481
C -1.42691 3.74603 2.69302
S -2.77262 2.70029 2.72490
H 1.56587 3.85233 1.29636
H 1.68152 6.06345 2.48370
H -0.31774 6.76222 3.85958
H -2.26848 5.23655 3.94997
Se -3.93052 -0.77111 1.01505

As for the expectation value of S²: 0.7678. Its total charge is -2. The HOMO-LUMO gap (alpha / beta) is 3.812 / 5.804 eV. The value obtained for the electronic energy is -124375.719 eV. As for the multiplicity: 2.

Here are the Löwdin charges for atoms 1 to 4, given in e: Tl 0.360; C -0.073; C -0.295; C -0.063

=====

No. 4
The following is a quantum chemistry calculation of a cluster of 2 separate species, CH7N2 in total, from OMol25.

Element x y z (Å)
N 0.05266 -1.56103 0.82097
H 1.05937 -1.63933 0.65028
H -0.12511 -1.30343 1.78475
H -0.27339 -0.87505 0.08802
H -0.34647 -2.46830 0.59359
C 0.27142 1.63009 -0.94331
N -0.55852 0.91013 -0.32702
H 1.25841 1.26530 -1.22723
H 0.10952 2.67251 -1.21875
H -1.44789 1.36911 -0.22130

Its total charge is +1. The HOMO-LUMO gap is 11.404 eV. The value obtained for the electronic energy is -4123.640 eV. The energy above the lowest of the compared OMol25 structures with the same formula, charge and spin is 6.3 kcal/mol.

Here are the Löwdin charges for atoms 1 to 4, given in e: N 0.284; H 0.152; H 0.149; H 0.086

=====

No. 5
The following is a quantum chemistry calculation of a structure of composition C22H47NO4Si2Tl, from OMol25.

Element x y z (Å)
O 2.32383 -0.86273 -0.04484
O 2.38605 -3.11678 -0.47965
C 2.75556 0.08498 -1.08015
C 2.61378 1.53267 -0.68588
H 2.13140 -0.14887 -1.94067
H 3.80947 -0.15499 -1.28846
H 1.57774 1.85200 -0.56603
H 3.02473 2.12095 -1.51236
H 3.18684 1.80551 0.19980
C 2.13968 -0.39698 1.36666
C 3.37968 -0.70130 2.12921
H 1.23492 -0.90468 1.71002
H 1.87977 0.66539 1.36190
H 3.59247 -1.77734 2.04202
H 3.25512 -0.45138 3.18782
H 4.20957 -0.12609 1.69745
C 1.25753 -3.79665 0.12679
C 2.93219 -3.67771 -1.70797
C 1.27425 -3.58411 1.61818
H 1.36659 -4.85350 -0.12770
H 0.29720 -3.44152 -0.30841
H 2.28867 -3.42805 2.00956
H 0.86106 -4.47526 2.11369
H 0.65651 -2.72917 1.90167
C 4.34497 -4.09544 -1.40469
H 2.86113 -2.87958 -2.46711
H 2.30009 -4.52138 -1.98950
H 4.89775 -3.28706 -0.90738
H 4.84984 -4.35086 -2.33131
H 4.35138 -4.96910 -0.73999
H 2.56615 -1.93463 -0.21224
Tl -3.09818 0.26010 0.50104
C -2.37992 -1.36093 -0.66985
Si -2.17822 -1.73423 -2.50651
H -2.51962 -2.30075 -0.10828
H -1.30729 -1.12839 -0.48729
C -0.55403 -1.16387 -3.26861
C -3.59358 -0.88783 -3.37643
C -2.00842 -3.59594 -2.64293
C -1.51983 1.82974 -0.48265
Si -2.52512 3.39483 -0.39419
H -1.25848 1.43577 -1.47416
H -0.62621 1.76705 0.16836
C -4.07749 3.17870 -1.44421
C -1.51800 4.87288 -0.97202
C -3.06663 3.64983 1.39484
H -2.27064 -3.95440 -3.64268
H -2.64458 -4.09187 -1.90373
H -0.96233 -3.89293 -2.43778
H -0.58281 -0.13244 -3.63669
H -0.31102 -1.81648 -4.11764
H 0.27341 -1.24870 -2.54451
H -3.49494 0.20691 -3.30476
H -4.54843 -1.16980 -2.90117
H -3.64230 -1.15587 -4.44155
H -0.77499 4.55246 -1.71695
H -0.97983 5.33264 -0.13126
H -2.16015 5.63800 -1.43219
H -2.40171 4.36226 1.90063
H -3.04843 2.72190 1.98616
H -4.09047 4.04895 1.43592
H -4.85933 3.88022 -1.11727
H -4.49520 2.16227 -1.37554
H -3.86555 3.38018 -2.50394
O -0.39162 -0.73034 4.23299
C -0.66888 -0.07526 3.21800
O -1.09070 -0.48010 2.06560
C -0.38802 1.41453 3.35163
C -0.95350 2.16400 4.39633
C -0.67469 3.52412 4.46991
C 0.19483 4.07149 3.51763
C 0.76020 3.22925 2.55028
N 0.47332 1.92164 2.48596
H -1.59373 1.62857 5.10438
H -1.11190 4.14536 5.25645
H 0.46282 5.12450 3.52067
H 1.46627 3.62568 1.80761

Its total charge is +1. The HOMO-LUMO gap (alpha / beta) is 5.843 / 5.797 eV. The value obtained for the electronic energy is -53696.223 eV.

Here are the Löwdin charges for atoms 1 to 4, given in e: O -0.109; O -0.177; C -0.155; C -0.057

=====

No. 6
The following is a quantum chemistry calculation of an isolated molecule of CH4N2OS, from OMol25.

Element x y z (Å)
C -0.64237 -0.29398 0.00770
N 0.23063 -1.21076 0.35787
N 1.47927 1.20859 -0.12052
O 1.33556 -1.33927 -0.52539
S 2.44676 0.03960 0.18471
H -0.88104 -0.20236 -1.09334
H -1.19284 -0.14778 0.89169
H 0.45016 -1.32190 1.39843
H 1.32520 1.65897 -0.97843

Its total charge is 0. The HOMO-LUMO gap (alpha / beta) is 7.508 / 7.506 eV. The value obtained for the electronic energy is -16959.646 eV. The energy above the lowest of the compared OMol25 structures with the same formula, charge and spin is 127.8 kcal/mol.

Here are the Löwdin charges for atoms 1 to 4, given in e: C 0.040; N -0.183; N -0.492; O -0.444

=====

No. 7
The following is a quantum chemistry calculation of a structure of composition C45H36Br4NO5P3V, from OMol25.

Element x y z (Å)
V -0.49513 0.18752 0.96312
Br -2.41765 2.91804 7.04388
C -2.42740 2.34355 5.24060
C -3.39745 2.79028 4.35807
Br -4.74559 3.98667 4.93204
C -3.38346 2.35221 3.02402
Br -4.64716 2.94322 1.74450
C -2.42896 1.45261 2.56844
O -2.30420 1.02636 1.34420
C -1.42822 1.00343 3.48033
O -0.50666 0.21829 2.96046
C -1.43860 1.45181 4.78856
Br -0.02968 0.85081 5.89996
N -1.23141 -1.91176 -1.65016
P -1.87552 -1.55785 -0.12173
C -2.13289 -3.15119 0.69959
C -3.07779 -4.07061 0.24337
C -3.20248 -5.30206 0.86469
C -2.38835 -5.61539 1.94753
C -1.45220 -4.70245 2.40796
C -1.31916 -3.46690 1.78666
C -3.54663 -0.94991 -0.48699
C -3.75351 -0.15760 -1.61138
C -4.98615 0.44374 -1.82173
C -6.01531 0.26261 -0.90976
C -5.80923 -0.51690 0.21997
C -4.57901 -1.11723 0.43260
P 0.33693 -1.28672 -1.99593
C 1.05909 -2.78092 -2.77685
C 1.13145 -3.93667 -1.99392
C 1.73494 -5.08452 -2.48207
C 2.29176 -5.09142 -3.75464
C 2.24148 -3.94437 -4.53235
C 1.62787 -2.79585 -4.04838
C 0.04890 -0.22996 -3.46046
C -0.90552 -0.47795 -4.44301
C -1.06729 0.40134 -5.50337
C -0.27101 1.53690 -5.59180
C 0.67501 1.79783 -4.61094
C 0.82508 0.92330 -3.54246
H -1.53893 -2.75191 -2.12504
H -3.72628 -3.81282 -0.58711
H -3.93617 -6.01592 0.51156
H -2.48884 -6.57787 2.43415
H -0.81637 -4.94862 3.24814
H -0.57207 -2.75890 2.12175
H -2.94159 0.00614 -2.30920
H -5.13630 1.06727 -2.69449
H -6.97276 0.74289 -1.06890
H -6.60150 -0.63998 0.94734
H -4.41397 -1.70400 1.32876
H 0.72883 -3.92742 -0.98581
H 1.78312 -5.97072 -1.86167
H 2.76837 -5.98644 -4.13480
H 2.67662 -3.94210 -5.52435
H 1.58503 -1.90848 -4.66794
H -1.53141 -1.36102 -4.37381
H -1.81572 0.20411 -6.26133
H -0.40025 2.22525 -6.41789
H 1.28049 2.69407 -4.66490
H 1.52305 1.14430 -2.74134
O 2.35886 -2.42072 2.28532
C 1.94804 -1.35193 1.86964
O 0.87281 -1.22161 1.14837
C 2.70995 -0.06590 2.18615
P 2.86409 1.08311 0.73188
C 2.13692 2.66659 1.31215
C 1.25491 2.78236 2.38235
C 0.60604 3.98532 2.64669
C 0.85077 5.09696 1.85856
C 1.74587 5.00002 0.79776
C 2.36915 3.79568 0.52025
C 4.65342 1.50317 0.87412
C 5.52253 0.97648 -0.07691
C 6.88884 1.22288 -0.00779
C 7.39833 2.00999 1.01267
C 6.53981 2.54675 1.96524
C 5.17896 2.29425 1.89642
H 3.70617 -0.33371 2.53297
H 2.19091 0.40813 3.02287
H 1.04934 1.93506 3.02204
H -0.09246 4.03849 3.47390
H 0.34439 6.03214 2.06153
H 1.94394 5.86334 0.17385
H 3.04512 3.72572 -0.32580
H 5.11909 0.36677 -0.87759
H 7.55214 0.80287 -0.75384
H 8.46178 2.20790 1.06728
H 6.93395 3.16281 2.76428
H 4.51242 2.71938 2.63793
C -0.99521 2.56780 -0.80666
O -0.37177 1.37249 -0.43575
H -0.46878 3.42129 -0.36109
H -2.04144 2.59801 -0.48731
H -0.95115 2.68801 -1.89722

As for the expectation value of S²: 2.0114. Its total charge is -1. The HOMO-LUMO gap (alpha / beta) is 6.760 / 7.131 eV. The value obtained for the electronic energy is -392707.663 eV. The energy above the lowest of the compared OMol25 structures with the same formula, charge and spin is 17.7 kcal/mol. As for the multiplicity: 3.

Here are the Löwdin charges for atoms 1 to 4, given in e: V 0.824; Br 0.667; C -0.771; C -0.767

=====

No. 8
The following is a quantum chemistry calculation of a cluster of 6 separate species, C13H25Br12Cl3 in total, from OMol25.

Element x y z (Å)
Br -2.53120 -3.90824 -1.77697
C -3.20118 -3.05968 -0.15667
C -4.63877 -2.71320 -0.34773
Br -5.30664 -1.97006 1.33845
H -2.58481 -2.18904 0.03692
H -3.07619 -3.78545 0.64076
H -5.27449 -3.54405 -0.62447
H -4.76631 -1.89147 -1.04015
Br 1.06930 -2.62437 5.74727
C 2.59304 -1.42862 5.91143
C 2.56431 -0.34759 4.85893
Br 0.99347 0.75895 5.02351
H 3.45119 -2.07534 5.77533
H 2.55744 -1.00135 6.90723
H 2.63042 -0.79775 3.87357
H 3.38763 0.34310 5.00954
Br 3.53741 0.75450 -5.56145
C 3.95237 1.07837 -3.68814
C 5.12107 0.26167 -3.25180
Br 5.72416 1.01858 -1.56352
H 3.04263 0.84527 -3.14227
H 4.13123 2.14267 -3.58418
H 5.93182 0.28589 -3.96711
H 4.83563 -0.76743 -3.06134
Br -0.05464 0.38740 -5.22500
C -1.42499 0.90073 -3.94070
C -2.21169 -0.31802 -3.56498
Br -3.61067 0.18801 -2.32369
H -2.02121 1.63669 -4.46919
H -0.96646 1.38730 -3.08577
H -1.59634 -1.04862 -3.05091
H -2.65751 -0.78831 -4.43437
Br 3.16314 3.38969 -0.32095
C 1.51712 2.56457 -0.88466
C 0.35315 3.42607 -0.53496
Br -1.26486 2.55230 -1.13746
H 1.41880 1.60111 -0.39523
H 1.55522 2.42502 -1.96170
H 0.43423 4.42382 -0.95104
H 0.24587 3.51829 0.54151
Br -1.81159 1.32842 1.33048
C -3.06822 0.75431 2.66568
C -2.65551 -0.57650 3.22340
Br -3.90995 -1.02347 4.65005
H -4.03446 0.65413 2.18074
H -3.16531 1.50693 3.44030
H -1.63432 -0.64602 3.58362
H -2.82623 -1.37158 2.50800
C 1.17338 -0.36816 -0.27002
Cl 1.26316 -0.40091 1.50002
Cl 0.23507 -1.72866 -0.89995
Cl 2.77509 -0.29379 -0.99486
H 0.63620 0.53391 -0.53551

Its total charge is 0. The HOMO-LUMO gap is 9.750 eV. The value obtained for the electronic energy is -891963.470 eV. The energy above the lowest of the compared OMol25 structures with the same formula, charge and spin is 34.4 kcal/mol.

Here are the Löwdin charges for atoms 1 to 4, given in e: Br 0.638; C -0.716; C -0.688; Br 0.687